(1)
The following is a quantum chemistry calculation of C17H21BF3N6ReS2 as an isolated structure, from OMol25.

Structure (XYZ):
```
51
C17H21BF3N6ReS2 ωB97M-V/def2-TZVPD
Re -0.2950 0.4098 -0.1627
C -2.5732 2.7829 -3.2772
N -1.1957 2.3286 -3.5114
C -0.2766 2.9789 -4.2921
C 0.8396 2.1965 -4.3357
N 0.5934 1.0682 -3.6005
B 1.4774 -0.2092 -3.5895
N 2.2075 -0.4425 -2.1515
C 3.0591 -1.4853 -2.0918
C 3.6331 -1.5163 -0.8375
N 3.1058 -0.4987 -0.1348
C 3.5394 -0.1038 1.2151
C 2.2126 0.1639 -0.9412
S 1.4859 1.6783 -0.4037
C -0.6423 1.1746 -3.1114
S -1.3795 -0.0374 -2.0773
H -2.6123 3.8495 -3.4750
H -2.8453 2.5931 -2.2421
H -3.2487 2.2565 -3.9477
H -0.5008 3.9212 -4.7630
H 1.7680 2.3309 -4.8642
H 2.3635 -0.0689 -4.3702
H 0.7934 -1.1786 -3.7416
H 3.2175 -2.1305 -2.9410
H 4.3785 -2.1789 -0.4273
H 4.1345 -0.9158 1.6216
H 2.6731 0.0685 1.8490
H 4.1417 0.8004 1.1548
F -0.6336 -5.5508 3.2195
C 0.1253 -4.5717 3.7002
F -0.2441 -4.2883 4.9412
F 1.4013 -4.9632 3.6953
C -0.0058 -3.3447 2.7989
C -0.3655 -2.1083 3.3129
C -0.4652 -1.0392 2.4510
N -0.2044 -1.1597 1.1249
C 0.1637 -2.3767 0.6332
C 0.2543 -3.4830 1.4377
H -0.5772 -1.9806 4.3658
H -0.7629 -0.0591 2.7948
H 0.3546 -2.4203 -0.4329
H 0.5225 -4.4424 1.0142
C -3.6456 2.3020 3.6779
C -3.3967 2.8526 2.2674
C -2.4281 2.0656 1.5102
N -1.6633 1.4432 0.9144
H -4.3702 2.9509 4.1643
H -2.7343 2.3084 4.2728
H -4.0598 1.2964 3.6434
H -3.0106 3.8762 2.2812
H -4.3088 2.8566 1.6617
```

multiplicity: 2
highest occupied orbital energy (spin up / spin down): -18.1 / -18.1 eV
⟨S²⟩: 0.7579
E: -2187.1163 Ha
E_LUMO (spin up / spin down): -11.585 / -11.550 eV
ΔE to the lowest compared entry with this formula, charge and spin: 0.000 eV
total charge: +3
Kohn-Sham gap (spin up / spin down): 6.50 / 6.60 eV



(2)
The following is a quantum chemistry calculation of C17H21BN6Sn as an isolated structure at a distorted geometry, from OMol25.

Structure (XYZ):
```
46
C17H21BN6Sn ωB97M-V/def2-TZVPD
H 1.1391 -3.2825 1.8673
N -0.4960 -2.2080 0.9542
B -2.8646 -1.6760 -0.1457
N -1.7449 -2.6009 0.4931
C -1.9241 -3.8898 0.8549
Sn 0.4137 -0.1997 0.9953
H -2.8756 -4.3722 0.6562
C -0.7716 -4.3542 1.4629
H -0.5914 -5.3513 1.8367
C 0.1197 -3.2904 1.4980
H -3.9402 -2.2019 -0.0370
C 1.3457 3.1473 -2.6009
H 1.5840 3.9521 -1.8981
H 1.0951 2.2456 -2.0374
H 0.4691 3.4489 -3.1855
N -2.7443 -1.4619 -1.7555
N -2.8391 -0.3042 0.6395
N -1.6036 -0.7803 -2.0514
N -1.7218 0.3143 1.1731
C -3.3976 -1.7413 -2.9326
C -3.9184 0.3724 1.0790
H -4.3493 -2.2508 -2.9911
H -4.9102 -0.0079 0.8755
C -2.6080 -1.2445 -3.9881
C -3.4972 1.4844 1.7753
C -1.4754 -0.6701 -3.3621
C -2.1164 1.4404 1.8212
H -2.7760 -1.2682 -5.0425
H -4.1204 2.2529 2.2058
H -0.5951 -0.1991 -3.7895
H -1.4242 2.1432 2.2782
H 2.1698 2.9547 -3.2333
C 1.1554 0.0293 3.0736
C 2.5098 0.5711 2.6787
C 2.7225 1.9681 2.6230
C 3.8694 2.5032 2.0325
C 4.8471 1.6715 1.4763
C 4.6264 0.2935 1.4850
C 3.4917 -0.2543 2.0852
H 1.1056 -0.9475 3.5567
H 0.5263 0.7110 3.6623
H 1.9472 2.6473 2.9937
H 4.0345 3.5829 2.0358
H 5.7855 2.0850 1.0978
H 5.3795 -0.3577 1.0465
H 3.3322 -1.3310 2.0294
```

highest occupied orbital energy: -7.5 eV
E: -1228.1045 Ha
E_LUMO: 0.636 eV
ΔE to the lowest compared entry with this formula, charge and spin: 0.000 eV
Kohn-Sham gap: 8.11 eV